1.
This record from the OMol25 dataset describes a molecular structure, C2HO3Sm. The level of theory is ωB97M-V/def2-TZVPD.

XYZ file:
```
7
Properties=species:S:1:pos:R:3:mulliken_spin:R:1
O -1.80 0.38 0.03 -0.007
O 1.07 -1.47 0.05 -0.011
O 0.15 0.92 -0.10 -0.004
C -0.19 -1.52 -0.02 0.009
C -0.71 -0.06 -0.40 -0.016
Sm 2.43 0.29 0.03 6.029
H -0.94 1.47 0.41 -0.001
```

Computed properties:
energy above the lowest of the compared OMol25 structures with the same formula, charge and spin: 3.130 eV
orbital gap (alpha / beta): 6.719 / 6.789 eV
LUMO level (alpha / beta): -5.50 / -5.41 eV
max |F|: 3.8 eV Å⁻¹
total charge: +1
spin multiplicity: 7

---

2.
This record from the OMol25 dataset describes 2 unconnected molecules or ions with the total composition C6H13S. The level of theory is ωB97M-V/def2-TZVPD.

XYZ file:
```
20
Properties=species:S:1:pos:R:3:mulliken_spin:R:1
C 2.40 -0.78 0.15 0.006
C 1.73 0.38 -0.61 0.013
C 0.69 0.12 -1.42 0.029
C 0.10 1.03 -2.43 0.001
H 1.89 -1.71 -0.08 -0.006
H 3.47 -0.91 -0.10 0.000
H 2.31 -0.49 1.21 0.001
H 2.11 1.42 -0.49 0.004
H 0.31 -0.91 -1.51 -0.011
H 0.58 2.01 -2.33 0.002
H 0.41 0.66 -3.37 -0.001
H -0.99 1.14 -2.32 -0.001
C -2.48 0.27 1.60 0.000
C -1.32 -0.72 1.87 -0.043
S -1.00 -1.80 0.44 0.960
H -3.47 -0.18 1.36 -0.002
H -2.21 0.90 0.70 0.001
H -2.54 0.93 2.53 0.002
H -1.60 -1.26 2.78 0.027
H -0.39 -0.10 2.00 0.020
```

Computed properties:
energy above the lowest of the compared OMol25 structures with the same formula, charge and spin: 0.431 eV
orbital gap (alpha / beta): 9.925 / 7.028 eV
LUMO level (alpha / beta): 0.97 / -1.66 eV
max |F|: 2.1 eV Å⁻¹
total charge: 0
spin multiplicity: 2

---

3.
This record from the OMol25 dataset describes 21 unconnected molecules or ions with the total composition C19H58N4O20. The level of theory is ωB97M-V/def2-TZVPD.

XYZ file:
```
101
Properties=species:S:1:pos:R:3:mulliken_charge:R:1
N -0.78 0.33 2.32 -1.111
N 0.58 1.20 0.61 -0.369
N -1.42 -3.73 -0.05 -0.733
N 0.10 -2.59 -2.24 -0.512
C -1.73 -6.42 -2.57 -0.440
C -1.03 -5.81 -3.62 -0.471
C -1.87 -5.62 -1.38 -0.499
C -0.48 -4.58 -3.46 -0.739
C -1.15 -1.76 1.23 -1.021
C 0.42 -0.66 -0.84 -1.220
C -0.61 -0.48 1.33 -0.009
C 0.09 0.02 0.30 0.122
C -1.25 -4.37 -1.20 0.066
C -0.58 -3.79 -2.31 0.735
C -0.93 -2.50 0.02 0.856
C -0.12 -1.91 -1.07 1.083
C 1.08 4.42 2.33 -0.090
C 2.35 3.59 2.14 -0.869
C -0.01 4.02 1.32 -0.078
C 2.32 2.22 2.88 0.342
C -0.77 2.77 1.79 -0.660
C 1.02 1.52 3.08 -0.500
C 0.03 1.53 1.94 2.677
H -2.07 -7.44 -2.65 0.176
H -0.84 -6.33 -4.55 0.504
H -2.34 -5.97 -0.48 0.416
H 0.01 -4.10 -4.32 0.360
H -1.79 -2.14 1.96 0.595
H 1.03 -0.17 -1.61 0.718
H 0.67 4.38 3.34 -0.326
H 1.32 5.44 2.29 0.367
H 3.24 4.12 2.47 0.651
H 2.49 3.38 1.04 0.105
H 0.43 3.83 0.38 0.345
H -0.74 4.81 1.29 0.019
H 2.75 2.43 3.93 0.202
H 3.06 1.56 2.35 -0.517
H -1.29 3.08 2.77 -0.003
H -1.50 2.53 0.96 0.206
H 1.33 0.50 3.29 0.167
H 0.59 1.93 4.01 -0.233
O 4.09 -0.38 0.79 -0.606
H 3.84 -0.16 1.74 0.394
H 5.10 -0.38 0.71 0.286
O -1.27 7.42 0.09 -0.617
H -1.16 8.42 0.21 0.310
H -1.86 7.08 0.83 0.312
O 2.21 7.56 1.06 -0.707
H 1.65 7.96 1.80 0.320
H 1.63 7.48 0.24 0.304
O 4.12 -0.56 3.64 -0.687
H 4.38 -1.54 3.63 0.306
H 3.33 -0.45 4.27 0.379
O -4.26 3.57 0.68 -0.642
H -5.09 3.77 1.22 0.317
H -4.26 2.58 0.47 0.327
O 2.21 2.40 -2.40 -0.596
H 1.91 3.36 -2.30 0.266
H 3.13 2.31 -1.98 0.316
O -1.94 -7.58 -6.89 -0.718
H -2.79 -7.08 -6.70 0.326
H -2.16 -8.35 -7.52 0.304
O -4.00 -3.75 1.20 -0.730
H -3.01 -3.62 1.07 0.335
H -4.48 -2.98 0.75 0.331
O 4.27 6.64 2.89 -0.658
H 4.86 7.46 2.91 0.300
H 3.57 6.77 2.17 0.380
O 2.60 -1.90 -3.46 -0.731
H 3.00 -2.66 -4.00 0.288
H 1.81 -2.26 -2.95 0.402
O -0.66 1.96 6.66 -0.685
H -0.14 2.80 6.42 0.403
H -1.62 2.23 6.81 0.334
O -0.54 5.05 -1.84 -0.617
H 0.47 5.03 -1.91 0.283
H -0.81 5.93 -1.41 0.308
O -1.28 -2.38 -6.43 -0.661
H -1.41 -1.71 -5.68 0.356
H -0.55 -2.04 -7.04 0.317
O -0.97 -9.04 -4.57 -0.698
H -1.85 -8.98 -4.08 0.369
H -1.07 -8.57 -5.46 0.366
O 2.18 -0.85 5.59 -0.664
H 2.70 -0.94 6.45 0.285
H 1.20 -0.99 5.78 0.318
O -2.58 4.99 4.39 -0.678
H -3.07 5.27 3.55 0.309
H -1.61 4.83 4.15 0.322
O -3.40 -9.03 -3.65 -0.653
H -4.15 -8.60 -4.17 0.302
H -3.70 -9.13 -2.69 0.332
O -1.32 -0.66 -3.85 -0.765
H -0.73 0.16 -3.93 0.320
H -0.79 -1.39 -3.40 0.449
O -0.20 -5.42 -7.31 -0.672
H -0.76 -6.25 -7.21 0.393
H -0.66 -4.66 -6.83 0.313
O 1.05 3.92 6.13 -0.740
H 1.50 4.74 5.75 0.315
H 1.75 3.36 6.58 0.315
```

Computed properties:
energy above the lowest of the compared OMol25 structures with the same formula, charge and spin: 0.314 eV
orbital gap: 4.802 eV
LUMO level: -2.70 eV
max |F|: 5.9 eV Å⁻¹
total charge: 0
spin multiplicity: 1

---

4.
This record from the OMol25 dataset describes C3H6N2O2 in the gas phase. The level of theory is ωB97M-V/def2-TZVPD.

XYZ file:
```
13
Properties=species:S:1:pos:R:3:nbo_charge:R:1
C -1.97 -0.70 0.59 -0.042
C -1.73 0.52 -0.44 -0.144
C 1.82 -0.48 0.48 -0.268
N -1.27 -0.77 1.55 -0.268
N 0.01 0.97 0.84 0.243
O -1.03 1.43 0.24 -0.289
O 0.75 0.09 -0.12 -0.454
H -2.77 -1.20 0.19 0.202
H -1.05 0.08 -1.26 0.226
H -2.68 0.92 -0.82 0.211
H 2.71 -0.05 0.00 0.188
H 1.66 -1.57 0.30 0.185
H 1.66 -0.44 1.53 0.209
```

Computed properties:
energy above the lowest of the compared OMol25 structures with the same formula, charge and spin: 8.447 eV
orbital gap (alpha / beta): 9.194 / 8.581 eV
LUMO level (alpha / beta): 0.30 / -0.22 eV
max |F|: 4.6 eV Å⁻¹
total charge: 0
spin multiplicity: 1